19
Properties=species:S:1:pos:R:3:forces:R:3 method="wB97M-V/def2-TZVPD" energy_ev=-27470.04182 e_lumo_ha=-0.030 smiles="[H]/P=N/PCc1ccccc1" de_lowest_ev=0.4876 gap_ev=7.45 total_charge=0 homo_ev=-8.27
C 2.052252 -1.298562 -0.359925 0.86 1.45 0.74
H -1.197798 -0.522853 1.222122 -0.95 -1.22 1.02
H 0.170474 -1.827498 -0.108813 -1.57 -0.08 1.02
H -1.691205 -0.965655 -0.881745 -0.17 0.22 -1.05
C 1.303644 1.350248 0.111333 0.33 0.86 -0.92
H 2.402679 -2.337477 -0.431979 -0.41 0.51 -0.27
P -2.052337 0.421772 -0.917459 1.76 -0.79 2.08
C -1.013307 0.410228 0.800955 1.09 1.64 -3.28
N -3.467831 0.228036 -0.104466 -3.32 -0.98 0.16
H 4.008291 -0.435190 -0.786273 -0.61 0.00 0.10
P -4.868554 -0.549875 -0.154473 1.99 1.19 0.73
H -5.243975 -0.151012 1.193490 -0.39 -0.14 -0.51
C 2.959234 -0.240968 -0.507631 0.73 -0.23 -0.58
C 2.554016 1.098891 -0.394908 0.66 -1.46 0.60
C 0.755439 -0.954799 0.064469 3.37 -2.38 -1.75
H -1.305957 1.240544 1.390962 -0.18 0.75 0.58
H 3.280883 1.866787 -0.580128 0.00 0.36 -0.15
H 0.914061 2.336139 0.093203 -0.14 0.97 0.54
C 0.439984 0.331238 0.351258 -3.04 -0.69 0.97